{
  "formula": "C5H8FNS",
  "method": "the ωB97M-V functional and the def2-TZVPD basis",
  "fmax_ha_per_bohr": 0.0434,
  "smiles": "CCN/C=C(/F)C=S",
  "orbital_gap_ha": 0.28492,
  "energy_ha": -748.0747,
  "total_charge": 0,
  "lumo_ev": -0.2,
  "symbols": ["H", "C", "C", "C", "H", "H", "H", "H", "N", "S", "H", "H", "F", "H", "C", "C"],
  "xyz": [[1.10, -2.26, -0.06], [-1.76, -0.76, 1.04], [0.44, -1.41, 0.03], [-2.91, -1.53, 1.70], [-2.14, -0.18, 0.18], [-3.32, -2.23, 0.96], [-1.33, 0.04, 1.70], [-2.60, -2.10, 2.59], [-0.73, -1.66, 0.63], [1.07, 2.50, -0.93], [-3.74, -0.87, 2.00], [-0.93, -2.68, 0.77], [2.14, -0.29, -1.05], [-0.65, 1.16, 0.04], [0.33, 1.13, -0.41], [0.96, -0.21, -0.41]],
  "nbo_charge": [0.221, -0.221, 0.035, -0.619, 0.193, 0.210, 0.199, 0.214, -0.562, -0.026, 0.231, 0.402, -0.326, 0.191, -0.344, 0.201]
}

---

{
  "formula": "C3H6OS",
  "method": "the ωB97M-V functional and the def2-TZVPD basis",
  "fmax_ha_per_bohr": 0.1268,
  "smiles": "C[C@@H]1O[C@H]1S",
  "orbital_gap_ha": 0.34810,
  "energy_ha": -591.2281,
  "total_charge": 0,
  "lumo_ev": 0.9,
  "symbols": ["C", "H", "H", "H", "H", "C", "S", "C", "H", "O", "H"],
  "xyz": [[0.22, 0.02, 0.44], [-0.36, 0.83, 0.97], [2.32, -0.31, 0.61], [-0.90, -0.72, -1.61], [1.79, 1.13, -0.29], [1.59, 0.08, -0.09], [-2.61, 0.20, 0.02], [-1.10, -0.51, -0.58], [-2.22, 0.99, 1.05], [-0.36, -1.24, 0.55], [1.62, -0.45, -1.07]],
  "nbo_charge": [0.150, 0.178, 0.229, 0.225, 0.222, -0.663, -0.007, -0.174, 0.121, -0.510, 0.228]
}

---

{
  "formula": "C4H9NO",
  "method": "the ωB97M-V functional and the def2-TZVPD basis",
  "fmax_ha_per_bohr": 0.0588,
  "orbital_gap_ha": 0.28852,
  "energy_ha": -287.6097,
  "total_charge": 0,
  "lumo_ev": -0.9,
  "symbols": ["C", "N", "H", "C", "H", "H", "H", "H", "H", "C", "H", "O", "C", "H", "H"],
  "xyz": [[1.10, 1.49, -0.40], [0.34, 0.43, 0.24], [-1.86, -0.40, 1.82], [-1.32, -1.31, 0.18], [-1.27, -1.87, 1.11], [0.51, 2.39, -0.70], [-1.82, -1.80, -0.66], [-0.16, 1.71, 1.75], [-1.06, 0.15, 1.57], [-0.19, -0.65, -0.44], [1.57, 1.03, -1.27], [0.21, -0.84, -1.59], [0.00, 0.63, 1.59], [1.83, 1.95, 0.28], [0.75, 0.28, 2.34]],
  "nbo_charge": [-0.419, -0.411, 0.193, -0.539, 0.224, 0.196, 0.242, 0.194, 0.079, 0.577, 0.252, -0.639, -0.349, 0.199, 0.202]
}

---

{
  "formula": "C15H18Cl4N2O4",
  "method": "the ωB97M-V functional and the def2-TZVPD basis",
  "fmax_ha_per_bohr": 0.0634,
  "orbital_gap_ha": [0.07447, 0.19350],
  "spin_multiplicity": 2,
  "energy_ha": -2833.3663,
  "total_charge": -1,
  "lumo_ev": [1.7, 1.7],
  "symbols": ["H", "H", "H", "H", "Cl", "C", "H", "H", "C", "H", "C", "H", "O", "H", "C", "C", "C", "Cl", "O", "C", "C", "C", "H", "C", "H", "H", "O", "H", "Cl", "N", "H", "Cl", "H", "N", "H", "C", "C", "C", "O", "C", "H", "H", "C"],
  "xyz": [[1.52, 0.17, -2.61], [1.78, 4.42, -3.21], [-1.46, 1.60, -0.46], [1.85, -5.81, -0.52], [-0.26, -1.84, -3.32], [1.76, 3.55, -2.57], [-0.81, -1.10, 1.79], [0.10, 2.83, 3.41], [-2.88, 1.37, 2.81], [-2.27, 3.15, 3.84], [1.94, 3.74, -1.19], [2.19, 2.75, 0.66], [-3.59, 3.91, -1.26], [0.89, 0.71, 2.46], [-0.59, 2.08, 3.04], [2.05, 2.57, -0.39], [-1.11, -0.13, 2.14], [-1.97, -3.85, -2.13], [2.11, -6.13, 2.01], [-2.47, 0.10, 2.27], [-1.56, 2.66, -0.68], [2.12, -6.84, -0.25], [2.00, 0.44, -0.27], [1.68, 1.18, -2.27], [1.40, -7.56, -0.62], [-0.98, 2.99, -1.55], [-3.73, 1.77, -0.83], [-1.20, 3.21, 0.19], [0.58, -3.25, -1.03], [-3.04, 2.80, -0.99], [2.02, 4.75, -0.84], [-1.49, -1.29, -0.89], [1.51, 2.18, -4.16], [2.31, -7.07, 1.26], [-3.16, -0.67, 1.97], [-1.95, 2.25, 3.34], [1.97, 1.32, -0.90], [-0.79, -2.58, -1.79], [2.78, -8.11, 1.59], [1.66, 2.29, -3.10], [-3.92, 1.56, 3.04], [3.18, -6.99, -0.45], [-0.17, 0.87, 2.47]],
  "nbo_charge": [0.209, 0.206, 0.196, 0.235, 0.027, -0.211, 0.207, 0.202, -0.173, 0.206, -0.205, 0.206, -0.686, 0.200, -0.215, -0.207, -0.235, 0.039, -0.377, -0.195, -0.479, -0.486, 0.212, -0.201, 0.234, 0.181, -0.681, 0.169, 0.058, 0.328, 0.212, 0.134, 0.207, 0.541, 0.218, -0.226, -0.222, -0.256, -0.379, -0.216, 0.212, 0.230, -0.218]
}

---

{
  "formula": "C23H27BrIN6O7P2W",
  "method": "the ωB97M-V functional and the def2-TZVPD basis",
  "fmax_ha_per_bohr": 0.0258,
  "orbital_gap_ha": 0.23474,
  "energy_ha": -5369.4206,
  "total_charge": 1,
  "lumo_ev": -4.4,
  "symbols": ["C", "H", "H", "H", "C", "C", "C", "N", "C", "C", "C", "Br", "C", "O", "H", "C", "H", "W", "C", "H", "N", "H", "H", "H", "H", "C", "I", "H", "H", "H", "O", "H", "N", "H", "O", "C", "C", "C", "N", "O", "H", "C", "H", "H", "C", "H", "H", "H", "C", "N", "O", "H", "O", "H", "C", "H", "H", "O", "N", "C", "H", "H", "P", "C", "C", "C", "P", "C"],
  "xyz": [[4.49, 0.54, -2.46], [5.08, -1.18, -3.58], [-1.38, -1.32, 1.59], [-1.64, -3.96, -0.21], [0.74, -3.99, -1.31], [-1.05, 1.71, 0.87], [-2.60, 1.07, -0.71], [-2.95, 1.18, 4.71], [-1.36, -0.62, 4.09], [-2.65, -0.12, 4.16], [-1.52, 2.19, 3.18], [-1.95, -4.42, 2.53], [-3.62, 1.18, 0.24], [1.32, -1.63, -3.11], [5.70, -1.14, -1.92], [-3.74, -0.93, 3.87], [1.70, 2.97, 2.38], [0.39, 1.24, -1.74], [0.30, 2.10, 1.04], [0.73, -4.56, -0.38], [3.19, 0.28, -2.34], [-4.64, 1.00, -0.07], [2.66, -0.58, -2.54], [-4.74, -0.55, 4.01], [0.07, 3.06, 4.26], [-1.15, -1.93, 3.65], [0.59, 1.32, -4.48], [5.58, 2.44, -2.20], [2.82, 4.33, -2.61], [1.75, -3.64, -1.48], [-0.83, -0.40, -2.34], [-0.51, -0.02, 4.38], [-1.61, -3.28, -0.98], [6.40, -0.09, -3.15], [0.89, -2.43, 1.35], [-3.33, 1.51, 1.54], [-0.24, 2.68, 3.30], [-0.20, 3.03, -2.05], [2.50, 1.40, -2.03], [-1.23, -1.22, 0.64], [2.17, 3.90, -1.02], [-0.19, -2.79, -1.18], [-2.20, -2.49, -0.69], [-2.80, 0.78, -1.73], [-2.24, -2.69, 3.26], [-0.91, -2.28, -4.60], [-1.97, -3.71, -1.84], [3.87, 4.32, -1.20], [3.39, 2.40, -1.93], [-2.37, 2.21, 4.33], [-1.00, -2.55, -3.67], [-0.09, 3.60, -2.96], [1.07, 1.96, -0.03], [-0.65, 3.60, -1.24], [5.47, -0.53, -2.80], [0.45, -4.63, -2.15], [-0.15, -2.32, 3.57], [0.99, -0.55, -0.46], [-1.35, 1.32, -0.39], [4.66, 1.88, -2.19], [-4.12, 1.61, 2.27], [-4.38, -2.84, 3.11], [0.27, -1.68, 0.24], [0.69, 2.63, 2.24], [-3.54, -2.22, 3.38], [-1.99, 1.78, 1.90], [-0.09, -1.71, -2.66], [3.03, 3.82, -1.67]],
  "nbo_charge": [0.233, 0.238, 0.537, 0.449, -0.637, 0.070, 0.115, -0.097, -0.171, 0.043, 0.039, 0.065, -0.253, -1.120, 0.242, -0.201, 0.243, 1.638, 0.372, 0.242, -0.328, 0.241, 0.471, 0.241, 0.244, -0.282, -0.100, 0.243, 0.242, 0.270, -1.098, 0.236, -0.691, 0.242, -1.093, -0.113, -0.180, -0.599, -0.352, -1.065, 0.239, -0.643, 0.464, 0.237, -0.110, 0.537, 0.444, 0.240, 0.242, -0.083, -1.017, 0.241, -0.692, 0.201, -0.652, 0.224, 0.278, -1.127, -0.460, -0.330, 0.240, 0.240, 2.422, -0.239, -0.222, -0.027, 2.433, -0.654]
}

---

{
  "formula": "C5H11N",
  "method": "the ωB97M-V functional and the def2-TZVPD basis",
  "fmax_ha_per_bohr": 0.0276,
  "smiles": "C=C(C)CCN",
  "orbital_gap_ha": 0.37874,
  "energy_ha": -251.8335,
  "total_charge": 0,
  "lumo_ev": 1.1,
  "symbols": ["H", "H", "C", "H", "H", "C", "N", "C", "H", "H", "H", "C", "H", "C", "H", "H", "H"],
  "xyz": [[-2.61, -0.21, -0.36], [1.60, 0.21, -2.38], [-0.87, 1.54, 0.81], [0.99, 1.12, -1.23], [0.35, -1.33, -1.25], [-0.69, 0.25, 0.59], [1.65, 0.37, -1.39], [1.17, -0.85, -0.71], [-2.24, -1.06, 1.25], [-0.02, 2.17, 1.02], [0.56, -1.42, 1.28], [0.63, -0.51, 0.68], [-1.55, -1.56, -0.22], [-1.88, -0.66, 0.31], [-1.87, 1.94, 0.70], [2.02, -1.54, -0.68], [1.32, 0.14, 1.23]],
  "nbo_charge": [0.220, 0.350, -0.430, 0.353, 0.162, 0.043, -0.832, -0.210, 0.225, 0.202, 0.217, -0.454, 0.206, -0.660, 0.201, 0.193, 0.215]
}

---

{
  "formula": "C33H48N2O8",
  "method": "the ωB97M-V functional and the def2-TZVPD basis",
  "fmax_ha_per_bohr": 0.0780,
  "smiles": "c1ccc(CCCc2cnc3ccccc3n2)cc1.CCOC(C)=O.CCOC(C)=O.CCOC(C)=O.CCOC(C)=O",
  "orbital_gap_ha": 0.29625,
  "energy_ha": -1997.5779,
  "total_charge": 0,
  "lumo_ev": -0.1,
  "symbols": ["C", "C", "H", "C", "C", "C", "H", "H", "C", "C", "H", "C", "C", "H", "H", "O", "H", "C", "H", "H", "C", "H", "H", "C", "H", "H", "H", "C", "C", "H", "H", "C", "H", "H", "H", "C", "C", "C", "C", "O", "H", "O", "C", "H", "H", "H", "H", "O", "H", "H", "O", "H", "O", "C", "H", "H", "C", "C", "C", "H", "C", "H", "C", "H", "O", "C", "C", "C", "H", "O", "H", "H", "C", "C", "N", "H", "N", "H", "C", "H", "C", "H", "H", "H", "H", "H", "H", "H", "H", "H", "H"],
  "xyz": [[-1.04, -2.11, -1.19], [-3.11, 1.09, 2.35], [7.86, 1.37, -6.81], [-3.01, -0.18, 3.13], [-3.51, 1.03, 0.94], [-9.74, -0.99, 0.86], [-9.64, -1.51, 3.08], [-3.14, -2.43, 3.12], [-3.79, -0.29, 0.29], [-3.67, -1.54, 1.08], [-4.31, 2.17, -0.84], [-7.69, 1.09, 1.48], [-8.22, 0.17, 2.54], [-0.58, -0.32, 5.93], [2.40, -2.43, 4.74], [7.36, 0.50, -4.98], [3.35, -2.09, 3.31], [9.39, 1.83, -4.60], [9.44, 2.03, -5.67], [-6.53, 3.40, -1.36], [4.36, 0.12, -1.85], [6.67, 0.10, -6.85], [3.28, 2.57, -0.34], [-3.61, 2.32, 0.03], [5.30, 0.85, 1.19], [4.99, 2.19, -2.10], [1.66, -2.05, -0.64], [4.89, 1.25, 0.26], [-3.26, -1.50, 2.51], [-2.58, 2.42, -0.44], [-0.20, -1.68, 7.02], [-5.37, 4.01, 1.11], [-7.89, 0.26, 3.60], [2.92, -0.76, 4.40], [-2.73, -0.12, 4.21], [8.08, 1.26, -4.13], [2.57, -1.69, 3.96], [7.61, 0.40, -6.39], [1.35, -1.40, 3.11], [4.48, 0.12, -0.51], [4.85, 1.26, -3.57], [4.17, -0.92, -2.43], [-6.38, 2.85, 0.82], [10.19, 1.15, -4.31], [1.62, -4.98, -1.50], [4.04, 2.99, 1.21], [-3.23, 3.70, 1.78], [0.13, -1.52, 3.66], [-5.46, 4.23, 2.22], [-2.04, -1.89, -1.55], [1.46, -1.00, 1.98], [-2.88, 2.03, 2.91], [-2.04, -3.78, 0.16], [-0.13, -2.16, 4.92], [3.38, 1.79, -2.73], [1.08, -0.84, 6.13], [3.72, 2.16, 0.57], [-9.23, -0.86, 2.27], [0.05, -1.20, 6.07], [9.54, 2.79, -4.10], [-6.91, 2.68, -0.58], [9.63, -0.39, -6.22], [-1.08, -3.44, -0.49], [-3.89, -2.53, 0.61], [7.70, 1.41, -3.00], [2.11, -3.03, -0.78], [-9.21, -0.12, -0.17], [4.40, 1.43, -2.59], [-1.17, -2.48, 4.88], [0.01, -4.22, -0.52], [-5.75, 4.93, 0.58], [8.81, -0.76, -7.75], [8.67, -0.65, -6.68], [-8.18, 0.96, 0.09], [-7.80, 1.74, -1.00], [-10.53, -1.76, 0.62], [-6.76, 2.06, 1.85], [0.80, -3.71, -2.39], [-3.85, 3.66, 0.83], [2.94, 1.60, 1.08], [1.13, -4.01, -1.39], [-3.43, 4.49, 0.19], [-4.06, -0.28, -0.79], [2.44, -3.38, 0.20], [5.72, 1.78, -0.23], [0.47, -3.07, 5.03], [2.99, -2.91, -1.42], [-0.74, -1.34, -0.47], [-9.60, -0.23, -1.21], [8.37, -1.61, -6.26], [-0.38, -2.08, -2.05]],
  "lowdin_charge": [0.015, -0.038, 0.114, -0.076, -0.191, -0.085, 0.096, 0.094, -0.039, -0.073, 0.101, -0.189, -0.009, 0.077, 0.070, -0.002, 0.092, 0.011, 0.070, 0.121, -0.518, 0.124, 0.068, -0.170, 0.121, 0.067, 0.065, -0.229, -0.069, 0.119, 0.083, -0.138, 0.102, 0.096, 0.086, -0.523, 0.013, -0.231, -0.520, 0.001, 0.078, 0.092, -0.235, 0.098, 0.120, 0.080, 0.095, -0.009, 0.115, 0.080, 0.096, 0.088, 0.076, -0.233, 0.095, 0.068, -0.062, -0.071, -0.064, 0.092, -0.073, 0.067, -0.513, 0.087, 0.100, -0.064, -0.022, 0.006, 0.113, 0.000, 0.108, 0.082, -0.066, -0.206, 0.106, 0.096, 0.155, 0.113, -0.189, 0.076, -0.228, 0.108, 0.100, 0.082, 0.114, 0.116, 0.068, 0.099, 0.104, 0.086, 0.071]
}

---

{
  "formula": "C31H45MgO3",
  "method": "the ωB97M-V functional and the def2-TZVPD basis",
  "fmax_ha_per_bohr": 0.0843,
  "orbital_gap_ha": 0.13452,
  "energy_ha": -1633.9225,
  "total_charge": -1,
  "lumo_ev": 1.4,
  "symbols": ["H", "H", "C", "H", "H", "H", "H", "C", "H", "C", "C", "C", "H", "C", "H", "C", "O", "C", "H", "H", "H", "C", "O", "C", "H", "H", "C", "H", "C", "H", "H", "H", "H", "C", "H", "H", "C", "C", "Mg", "C", "C", "C", "H", "H", "H", "C", "C", "H", "H", "H", "C", "H", "H", "H", "H", "H", "C", "C", "H", "C", "H", "C", "C", "C", "H", "H", "H", "H", "C", "C", "H", "H", "C", "O", "C", "H", "H", "H", "H", "H"],
  "xyz": [[0.08, 2.06, 4.60], [0.75, 1.93, 2.10], [-3.63, 1.54, 1.02], [4.09, -0.88, 5.35], [1.95, -3.27, -0.31], [2.69, -1.62, -4.78], [2.27, -1.67, -2.39], [2.07, -1.81, 2.76], [-2.74, -3.14, -0.95], [-1.65, 2.36, 1.80], [0.33, 0.24, -4.14], [1.64, -1.79, -4.53], [2.54, 0.51, 0.04], [-3.37, 0.93, 2.31], [-0.79, 3.03, 1.93], [0.41, -3.45, 1.73], [0.30, -0.48, 1.81], [1.88, -3.03, 1.87], [0.34, 2.06, 0.00], [3.49, -2.85, 3.98], [-0.11, -1.18, -5.72], [2.32, 1.28, -0.71], [-2.98, -1.04, -0.69], [-2.58, 2.48, 0.75], [3.96, 1.02, -2.22], [3.16, 1.34, 4.79], [2.49, 2.70, -2.51], [2.39, -3.86, 2.39], [3.01, -1.89, 3.77], [0.54, 1.29, -4.33], [-2.81, 0.55, -3.01], [-1.55, -2.07, -1.87], [3.53, -3.42, 0.50], [1.91, 0.61, 3.24], [-2.56, 3.23, -0.03], [-4.10, 0.35, 2.87], [-3.70, 0.62, -2.38], [1.35, -0.55, 2.54], [-2.31, -0.26, 0.79], [-4.04, -0.73, -1.78], [2.57, -2.88, 0.50], [1.34, 3.08, -1.76], [0.40, 3.67, 3.89], [2.86, 3.17, -3.43], [-4.54, 1.04, -2.97], [-5.42, -0.81, -1.14], [0.77, -0.73, -5.26], [2.22, 3.89, 2.10], [-3.22, -1.78, -3.58], [-3.48, 1.36, -1.59], [3.09, 1.57, -1.87], [-1.58, 1.15, 3.67], [1.63, 2.88, 4.88], [-5.63, 0.10, -0.55], [3.14, 2.46, 1.58], [0.00, -3.70, 2.71], [-3.64, -1.96, -2.59], [1.40, -1.51, -3.04], [1.39, -2.82, -4.80], [-2.09, 1.40, 2.73], [0.56, -2.14, -2.67], [2.84, 0.45, 4.24], [-2.58, -2.21, -1.53], [3.37, -0.79, 4.54], [-4.40, -2.75, -2.63], [-5.46, -1.67, -0.46], [3.32, 3.09, 3.24], [-4.58, 1.53, 0.50], [2.61, 2.92, 2.42], [0.84, 2.69, 4.14], [-0.16, -2.62, 1.31], [-6.22, -0.93, -1.88], [1.47, 2.03, 2.91], [1.02, -0.14, -2.95], [1.19, 2.14, -0.69], [2.80, -1.83, 0.26], [0.67, 3.92, -1.96], [-0.75, 0.15, -3.95], [1.37, -0.19, -6.02], [0.31, -4.32, 1.08]],
  "lowdin_charge": [0.064, 0.067, -0.265, 0.074, 0.054, 0.108, 0.116, -0.151, 0.136, -0.138, -0.191, -0.160, 0.062, -0.226, 0.104, -0.094, -0.137, -0.370, 0.038, 0.095, 0.092, -0.208, -0.212, -0.124, 0.056, 0.099, -0.226, 0.112, -0.095, 0.114, 0.084, 0.121, 0.071, -0.129, 0.108, 0.096, 0.015, -0.325, 0.936, -0.455, -0.055, -0.212, 0.072, 0.046, 0.106, -0.007, -0.156, 0.078, 0.126, 0.076, -0.211, 0.102, 0.065, 0.075, 0.071, 0.077, -0.070, -0.196, 0.096, -0.146, 0.094, -0.085, -0.076, -0.140, 0.121, 0.098, 0.065, 0.076, -0.066, -0.088, 0.037, 0.102, -0.396, -0.163, -0.196, 0.071, 0.041, 0.085, 0.104, 0.062]
}